No. 1
Formula: C6H10O2
Source: OMol25
Level of theory: the ωB97M-V functional and the def2-TZVPD basis

Each line ends with the natural charge from an NBO analysis.
Element x y z (Å)
C 0.494 2.594 -1.018  -0.351
C 0.907 1.277 -1.237  -0.203
C 0.588 0.199 -0.378  0.144
C -0.695 -0.085 -0.232  0.059
O -1.384 -0.487 0.843  -0.510
C -2.645 -0.955 0.535  -0.256
O 1.712 -0.453 0.133  -0.495
C 1.537 -1.540 1.006  -0.249
H 0.343 3.265 -1.873  0.206
H 0.205 2.836 0.001  0.202
H 1.457 1.009 -2.104  0.194
H -1.460 0.081 -1.018  0.162
H -2.952 -1.599 1.399  0.201
H -2.708 -1.512 -0.452  0.174
H -3.274 -0.101 0.436  0.176
H 0.812 -2.356 0.689  0.176
H 2.574 -1.866 1.094  0.194
H 1.258 -1.172 1.963  0.175

The HOMO-LUMO gap comes out at 8.492 eV. The LUMO energy comes out at 0.0267 Ha. Its electronic energy is -10475.0875 eV. Its SMILES is C=C/C(=C/OC)OC.

No. 2
Formula: C2H8N2O
Source: OMol25
Level of theory: the ωB97M-V functional and the def2-TZVPD basis

Each line ends with the natural charge from an NBO analysis.
Element x y z (Å)
C 0.692 0.157 -1.314  -0.435
N -0.372 -0.326 -0.463  -0.198
O -0.143 -1.684 -0.075  -0.607
C -0.843 0.506 0.660  -0.067
N 0.141 0.626 1.701  -0.833
H 1.672 0.075 -0.830  0.166
H 0.487 1.194 -1.571  0.207
H 0.696 -0.446 -2.222  0.209
H -0.855 -2.192 -0.485  0.472
H -1.735 0.014 1.061  0.191
H -1.060 1.490 0.237  0.189
H 0.300 -0.279 2.133  0.363
H 1.020 0.865 1.168  0.344

The HOMO-LUMO gap comes out at 9.361 eV. The LUMO energy comes out at 0.0339 Ha. Its electronic energy is -7229.4359 eV. Its SMILES is CN(O)CN.

No. 3
Formula: C4H7NO
Source: OMol25
Level of theory: the ωB97M-V functional and the def2-TZVPD basis

Each line ends with the natural charge from an NBO analysis.
Element x y z (Å)
C 1.511 -1.057 -0.229  -0.651
C 0.449 -0.128 0.222  -0.179
C -0.519 -0.034 1.222  0.447
O -0.713 -0.408 2.370  -0.657
C -1.438 0.796 0.261  -0.291
N -0.293 0.756 -0.729  -0.510
H 2.316 -0.579 -0.805  0.203
H 1.109 -1.882 -0.842  0.193
H 1.967 -1.504 0.658  0.250
H -2.262 0.193 -0.132  0.205
H -1.786 1.805 0.498  0.200
H 0.196 1.644 -0.833  0.401
H -0.536 0.397 -1.661  0.388

The HOMO-LUMO gap comes out at 7.560 eV. The LUMO energy comes out at 0.0110 Ha. Its electronic energy is -7796.5941 eV. Its SMILES is CC1=C([O-])C[NH2+]1.